Entry from the Open Molecules 2025 dataset: one molecule with the formula C2H3NO2S (ωB97M-V/def2-TZVPD).

The geometry in XYZ format:
```
9
Properties=species:S:1:pos:R:3
C -0.86 0.45 0.25
C 0.56 0.57 0.62
H -1.04 -1.81 -1.70
H -1.60 1.06 0.77
H 2.31 -0.06 0.14
N -1.41 -0.39 -0.57
O -0.51 -1.21 -1.15
O 1.36 -0.20 -0.11
S 1.19 1.59 1.75
```

Computed properties:
ΔE to the lowest compared entry with this formula, charge and spin	2.874	eV
charge	0
frontier orbital gap	8.56	eV
HOMO level	-9.182	eV
largest force on an atom	1.8	eV Å⁻¹